DFT (ωB97M-V/def2-TZVPD) results for 6 unconnected molecules or ions with the total composition C36H42B3IO5.

Structure (XYZ):
```
87
C36H42B3IO5 (ωB97M-V/def2-TZVPD)
C 1.3444 1.6808 0.5662
B 1.2184 0.2520 1.1691
O 0.1754 -0.5904 0.7997
B -0.5186 -1.0966 1.8848
C -2.0763 -1.0421 1.9744
C -2.6620 0.3114 1.5611
C -2.5507 1.4083 2.6054
I -3.5706 0.9706 4.4276
O 0.2562 -1.5883 2.9360
B 1.4726 -0.9818 3.1656
C 2.1624 -1.1204 4.5799
C 3.6024 -1.5521 4.4652
O 3.9689 -2.6834 4.5356
O 4.4982 -0.5450 4.1916
O 2.0592 -0.2320 2.1656
H 2.2089 2.2348 0.9242
H 0.4314 2.2369 0.7990
H 1.3757 1.6138 -0.5245
H -2.4695 -1.8099 1.2963
H -2.4078 -1.3273 2.9747
H -3.7192 0.1931 1.3126
H -2.1738 0.6744 0.6509
H -3.0326 2.3129 2.2440
H -1.5213 1.6597 2.8603
H 2.1146 -0.1436 5.0720
H 1.6252 -1.8517 5.1792
H 4.5155 0.0948 4.9112
C -4.6081 4.0499 -1.1228
C -4.5639 5.4245 -0.9336
C -4.8679 5.9667 0.3077
C -5.2184 5.1338 1.3615
C -5.2691 3.7596 1.1708
C -4.9624 3.2171 -0.0701
H -4.3637 3.6289 -2.0899
H -4.2922 6.0742 -1.7567
H -4.8305 7.0387 0.4538
H -5.4513 5.5542 2.3314
H -5.5451 3.1086 1.9921
H -4.9998 2.1445 -0.2168
C 8.5431 -5.1100 1.1764
C 7.9768 -3.9010 0.7964
C 6.9364 -3.3582 1.5385
C 6.4568 -4.0206 2.6610
C 7.0231 -5.2316 3.0365
C 8.0642 -5.7757 2.2966
H 9.3570 -5.5328 0.6007
H 8.3472 -3.3816 -0.0785
H 6.4971 -2.4132 1.2440
H 5.6477 -3.5948 3.2403
H 6.6506 -5.7510 3.9108
H 8.5062 -6.7177 2.5964
C 6.8709 -9.5264 3.3100
C 6.4928 -10.6115 4.0888
C 7.0527 -11.8604 3.8571
C 7.9892 -12.0252 2.8456
C 8.3650 -10.9411 2.0646
C 7.8066 -9.6921 2.2988
H 6.4360 -8.5508 3.4883
H 5.7604 -10.4839 4.8757
H 6.7585 -12.7064 4.4650
H 8.4261 -12.9993 2.6662
H 9.0932 -11.0692 1.2739
H 8.0955 -8.8463 1.6883
C -3.0544 2.3075 -6.9983
C -3.8273 1.8725 -5.9308
C -4.2604 2.7801 -4.9736
C -3.9190 4.1212 -5.0831
C -3.1447 4.5559 -6.1499
C -2.7127 3.6487 -7.1073
H -2.7192 1.6011 -7.7468
H -4.0927 0.8266 -5.8451
H -4.8677 2.4402 -4.1434
H -4.2627 4.8317 -4.3409
H -2.8801 5.6021 -6.2345
H -2.1093 3.9871 -7.9399
C -7.0339 8.9893 -4.6234
C -7.0714 8.4535 -5.9038
C -7.0945 7.0768 -6.0813
C -7.0836 6.2362 -4.9767
C -7.0392 6.7718 -3.6971
C -7.0144 8.1483 -3.5192
H -7.0182 10.0630 -4.4867
H -7.0806 9.1101 -6.7645
H -7.1204 6.6588 -7.0795
H -7.1012 5.1620 -5.1120
H -7.0213 6.1117 -2.8382
H -6.9794 8.5648 -2.5204
```

Values from the calculation:
**E_HOMO**: -9.0 eV
**SMILES**: CB1OB(CCCI)OB(CC(=O)O)O1.c1ccccc1.c1ccccc1.c1ccccc1.c1ccccc1.c1ccccc1
**HOMO-LUMO gap**: 9.171 eV


DFT (ωB97M-V/def2-TZVPD) results for a molecular structure, C29H61Cl3N9O2P2PmS2.

Structure (XYZ):
```
109
C29H61Cl3N9O2P2PmS2 (ωB97M-V/def2-TZVPD)
Pm 0.4164 0.3824 0.5396
C -1.2144 0.2651 -2.5086
C -0.4366 1.6030 -2.6626
N -0.1808 2.2186 -1.3531
C -1.1568 3.2726 -1.0197
C -1.5084 3.2664 0.4692
N -1.7594 1.8998 0.9551
C -3.0522 1.3549 0.5207
C -2.9851 0.7164 -0.8803
N -1.6901 0.0619 -1.1330
H -2.0485 0.2435 -3.2213
H -0.5497 -0.5675 -2.7509
H 0.5090 1.3929 -3.1655
H -0.9970 2.2908 -3.3053
H 0.7329 2.6666 -1.3685
H -0.7717 4.2639 -1.2790
H -2.0643 3.1244 -1.6010
H -0.6662 3.6706 1.0304
H -2.3777 3.9181 0.6339
H -1.7891 1.9701 1.9722
H -3.3515 0.5941 1.2432
H -3.8282 2.1324 0.5107
H -3.8176 0.0119 -0.9803
H -3.1476 1.4843 -1.6342
H -1.8054 -0.9440 -1.0055
C -0.8790 -3.4772 2.4383
P -1.4752 -1.8146 1.9007
C -3.1394 -2.3600 1.3294
C -1.9520 -1.1495 3.5746
C -0.7249 -0.7655 4.3943
P 0.2957 0.5189 3.5101
C -0.3880 2.0523 4.2732
C 1.8476 0.4015 4.4872
H -1.6436 -3.9518 3.0532
H 0.0439 -3.4131 3.0106
H -0.7108 -4.0931 1.5588
H -3.6063 -2.9937 2.0833
H -3.0210 -2.9329 0.4126
H -3.7858 -1.5104 1.1295
H -2.5406 -1.9020 4.1081
H -2.5869 -0.2719 3.4221
H -0.1003 -1.6462 4.5622
H -1.0227 -0.3806 5.3727
H -0.1477 2.0752 5.3364
H -1.4706 2.0983 4.1617
H 0.0549 2.9200 3.7862
H 1.6080 0.3335 5.5487
H 2.4484 1.2923 4.3084
H 2.4371 -0.4638 4.1921
C -3.6770 -7.1469 -3.2598
C -4.0790 -5.8737 -3.9980
C -3.1332 -4.6864 -3.7985
C -3.0461 -4.1771 -2.3532
N -2.1012 -4.9442 -1.5695
C -0.9099 -4.5215 -1.1284
S -0.5203 -2.8834 -1.0400
N -0.0605 -5.4535 -0.6782
C 1.3196 -5.2368 -0.2951
C 2.2163 -6.3767 -0.7789
C 1.8489 -7.7514 -0.2118
C 1.8516 -7.8036 1.3114
H -4.2845 -7.9766 -3.6091
H -3.8450 -7.0568 -2.1877
H -2.6355 -7.3999 -3.4525
H -5.0878 -5.5896 -3.6935
H -4.1139 -6.0896 -5.0664
H -3.4835 -3.8649 -4.4258
H -2.1304 -4.9513 -4.1420
H -4.0327 -4.2384 -1.8827
H -2.7117 -3.1374 -2.3384
H -2.2453 -5.9428 -1.6352
H -0.3248 -6.4254 -0.7743
H 1.3935 -5.1596 0.7959
H 1.6514 -4.2925 -0.7362
H 3.2389 -6.1360 -0.4847
H 2.1889 -6.4174 -1.8696
H 2.5779 -8.4706 -0.5847
H 0.8737 -8.0772 -0.5841
H 2.8040 -7.4548 1.7020
H 1.7044 -8.8258 1.6467
H 1.0550 -7.1989 1.7395
Cl 3.5436 3.6390 3.1179
C 3.5438 2.9592 1.4808
Cl 5.0639 2.1324 1.1513
Cl 3.2864 4.2603 0.3081
C 2.3631 1.9729 1.3956
O 2.6000 0.7608 1.4606
O 1.2249 2.4557 1.2696
N 3.0723 -1.9659 0.6579
N 1.7757 -1.8612 1.2753
H 3.6357 -2.7031 1.0864
H 3.5729 -1.0875 0.7919
H 1.8469 -1.8744 2.3047
H 1.2534 -2.6941 0.9887
N 6.4267 0.3978 -4.1675
C 5.8477 -0.5467 -3.4151
S 6.5840 -1.9830 -3.0916
C 4.5510 -0.2721 -2.7860
C 3.6137 -1.2909 -2.6105
C 2.4386 -1.0295 -1.9364
N 2.1285 0.1653 -1.4077
C 3.0294 1.1393 -1.5924
C 4.2246 0.9821 -2.2674
H 7.3162 0.1888 -4.5936
H 5.9702 1.2590 -4.4189
H 3.8312 -2.2760 -2.9906
H 1.6927 -1.8060 -1.8211
H 2.7944 2.1142 -1.1827
H 4.9071 1.8124 -2.3548
```

Values from the calculation:
**E_HOMO (spin up / spin down)**: -12.4 / -12.4 eV
**Multiplicity**: 5
**Net charge**: +2
**HOMO-LUMO gap (spin up / spin down)**: 7.628 / 7.626 eV


DFT (ωB97M-V/def2-TZVPD) results for a single C4H9O2PS2 molecule.

Structure (XYZ):
```
18
C4H9O2PS2 (ωB97M-V/def2-TZVPD)
C -0.0292 3.0137 -0.9353
O -0.1207 1.9768 0.1067
P 0.2301 0.4716 -0.1970
O 1.5828 0.2055 -0.6851
C -0.2216 -0.3161 1.5154
C 0.4747 -1.5172 2.0938
S 0.0329 -2.4799 3.3682
S -1.1646 -0.3631 -1.5378
C -0.3950 -1.9559 -1.4529
H -0.8770 2.7987 -1.6037
H 0.9125 3.0566 -1.3844
H 0.0213 3.9108 -0.4365
H -0.0627 0.3709 2.3113
H -1.3279 -0.4671 1.6832
H 1.4012 -2.0184 1.5871
H -0.8070 -2.5053 -2.3612
H -0.3869 -2.2903 -0.3954
H 0.7371 -1.8913 -1.6765
```

Values from the calculation:
**Relative energy (zero: lowest compared OMol25 entry of this formula, charge and spin)**: 14.7 kcal per mole
**E_HOMO (spin up / spin down)**: -8.8 / -8.8 eV
**SMILES**: CO[P@@](=O)(CC=S)SC
**HOMO-LUMO gap (spin up / spin down)**: 8.424 / 8.423 eV


DFT (ωB97M-V/def2-TZVPD) results for 2 unconnected molecules or ions with the total composition C7H14N5.

Structure (XYZ):
```
26
C7H14N5 (ωB97M-V/def2-TZVPD)
C -0.7259 -1.8928 -3.0241
C 1.2245 -0.3026 0.3709
C -0.5670 1.5629 -2.2006
C 0.4597 -0.4027 4.0810
C -0.1825 -1.7184 3.6281
C 0.9193 -1.0427 2.7594
C 0.7887 0.0995 -0.7957
N -1.4512 -1.3651 -2.3190
N 0.4232 -0.5588 1.4326
N -1.7566 2.1094 -2.4763
N 0.4901 1.9086 -2.9323
N -0.4198 0.7685 -1.1727
H -0.1714 -2.1508 -3.8221
H 2.1780 -0.5844 0.3123
H -0.0118 0.4788 3.8335
H 1.0056 -0.4660 4.9957
H 0.0497 -2.5563 4.2446
H -1.2867 -1.6139 3.1953
H 1.8687 -1.4686 2.8090
H 1.4684 0.0974 -1.6732
H 1.3848 1.5956 -2.8037
H -1.9310 2.6858 -3.2694
H -2.5981 1.6205 -2.2610
H 0.4655 2.6592 -3.6132
H -0.4185 0.0474 1.3867
H -1.2058 0.4895 -0.6857
```

Values from the calculation:
**Relative energy (zero: lowest compared OMol25 entry of this formula, charge and spin)**: 0.0 kcal per mole
**E_HOMO (spin up / spin down)**: -7.5 / -13.1 eV
**Multiplicity**: 3
**Net charge**: +1
**HOMO-LUMO gap (spin up / spin down)**: 5.116 / 7.931 eV


Number 1: M 714.07 g/mol, energy -2145.747608 Ha. Number 2: M 945.31 g/mol, energy -5252.670351 Ha. Number 3: M 184.22 g/mol, energy -1446.005389 Ha. Number 4: M 168.22 g/mol, energy -548.441319 Ha.